(1)
C3H4N2O | ωB97M-V/def2-TZVPD

```
10
Properties=species:S:1:pos:R:3:mulliken_charge:R:1
C 0.3929 1.5955 -0.0568 -1.188
C -0.0451 0.2623 0.0420 0.911
C -1.4619 -0.2265 0.1793 0.162
N -2.6138 -0.4519 -0.0989 -0.423
N 0.6139 -0.8550 -0.0043 -0.330
O 2.0466 -0.8644 -0.0387 -0.379
H 0.8599 2.2363 1.0076 0.271
H 1.4327 1.6595 -0.7256 0.321
H -0.4420 2.1614 -0.4541 0.317
H 2.4595 0.2184 0.2164 0.339
```

SMILES string: C/C(C#N)=N\O
Energy above the lowest of the compared OMol25 structures with the same formula, charge and spin in kJ/mol: 508.5
LUMO in eV: -0.08
Total charge: 0
HOMO in eV: -10.34
F_max in eV Å⁻¹: 6.45

---

(2)
C5H19NO6 | ωB97M-V/def2-TZVPD

```
31
Properties=species:S:1:pos:R:3:mulliken_charge:R:1
O 1.3081 0.2650 -1.0446 -0.023
C 2.2026 0.5657 -0.2983 -0.770
O 3.4732 0.8372 -0.7273 0.008
C 2.1350 0.6032 1.1810 -0.715
C 1.0779 1.5110 1.8140 -0.828
C -0.3629 0.9720 1.9583 -0.799
C -2.5227 1.0593 0.6434 -1.538
N -1.0343 0.8626 0.6852 0.674
H 3.5555 0.5283 -1.6450 0.208
H 3.0568 0.8434 1.7713 0.298
H 1.8289 -0.4256 1.5368 0.246
H 1.4020 1.7602 2.8465 0.508
H 1.0994 2.5174 1.3539 0.259
H -0.3566 0.0423 2.5511 0.324
H -0.9045 1.8433 2.4633 0.326
H -3.0299 0.6142 1.4923 0.325
H -2.4988 2.1471 0.7920 0.367
H -2.8627 0.7524 -0.3496 0.434
H -0.6346 0.1330 0.1130 -0.249
H -0.8036 -3.0877 -1.9030 0.297
H -1.9742 -3.4550 -1.0806 0.484
O -1.0807 -3.7778 -1.2778 -0.950
H -1.3117 -3.0952 2.0326 0.414
H -1.6734 -1.7897 3.0129 0.383
O -1.3957 -2.6931 2.9126 -0.890
H -0.4307 0.5274 -2.8442 0.307
H -1.7286 0.5655 -3.7609 0.338
O -0.7671 0.6096 -3.7468 -0.589
H 1.5948 -0.5106 -2.7164 0.394
H 1.1695 0.0268 -4.1179 0.327
O 1.4688 -0.7522 -3.6480 -0.570
```

Energy above the lowest of the compared OMol25 structures with the same formula, charge and spin in kJ/mol: 109.8
LUMO (spin up / spin down) in eV: 3.12 / 3.06
Spin multiplicity: 2
Total charge: -1
<S²>: 0.751
HOMO (spin up / spin down) in eV: 0.59 / -5.47
F_max in eV Å⁻¹: 2.97

---

(3)
C4H10S | ωB97M-V/def2-TZVPD

```
15
Properties=species:S:1:pos:R:3:mulliken_charge:R:1
C 0.3768 -0.8270 3.0560 -0.376
C 1.5321 -0.8444 2.4125 -0.468
H 0.3548 -0.8357 4.1381 0.248
H -0.4961 -0.5141 2.5013 0.160
H 2.4347 -0.8451 3.0211 0.231
H 1.7578 -1.1093 1.3972 0.228
C -0.2100 1.8227 -1.4761 -0.841
S -0.3267 0.0768 -1.8844 -0.106
C -0.8436 -0.5928 -0.2768 -0.676
H 0.3824 1.9209 -0.5644 0.273
H 0.3590 2.3580 -2.2308 0.306
H -1.1772 2.3208 -1.4470 0.281
H -0.0711 -1.2967 0.0295 0.188
H -1.7396 -1.1964 -0.4268 0.374
H -0.9013 0.1765 0.4852 0.176
```

SMILES string: C=C.CSC
Energy above the lowest of the compared OMol25 structures with the same formula, charge and spin in kJ/mol: 153.2
LUMO in eV: 1.05
Total charge: 0
HOMO in eV: -8.44
F_max in eV Å⁻¹: 2.05

---

(4)
C19H40IrP2 | ωB97M-V/def2-TZVPD

```
62
Properties=species:S:1:pos:R:3:mulliken_charge:R:1
P -0.2338 -1.7605 -5.0611 0.584
P 0.3266 2.1422 -5.0922 0.956
C -0.4418 -0.4151 -6.3827 -1.084
C 0.4274 0.8580 -6.3815 -1.065
H -1.5177 -0.1375 -6.4075 0.502
H -0.2225 -0.9517 -7.3383 0.660
H 1.4964 0.5964 -6.4915 0.449
H 0.1470 1.4273 -7.2947 0.657
C -1.2581 3.0409 -5.4619 -1.328
H -1.4018 3.7932 -4.6634 0.462
H -2.1039 2.3443 -5.5151 0.434
H -1.1731 3.5286 -6.4302 0.553
C 1.5691 3.3190 -5.5675 -1.238
H 1.2627 3.7057 -6.5400 0.486
H 2.4981 2.7692 -5.7296 0.459
H 1.6242 4.1139 -4.8227 0.408
C -1.4346 -2.9478 -5.7552 -1.366
H -1.4649 -3.7884 -5.0670 0.478
H -1.0749 -3.2566 -6.7408 0.519
H -2.3981 -2.4509 -5.8198 0.451
C 1.3756 -2.5388 -5.5317 -1.376
H 2.1855 -1.8074 -5.6776 0.404
H 1.1986 -3.0984 -6.4617 0.463
H 1.6605 -3.2528 -4.7467 0.445
Ir 0.7963 -0.2383 0.3564 0.901
C 0.1164 2.1983 -3.3841 -0.032
C -1.4230 2.1700 -3.4217 -1.047
C -1.8632 0.7214 -3.5411 0.987
C -1.5582 -0.5079 -2.6855 -1.474
C -0.5668 -1.5869 -3.3585 0.647
C 0.7696 -1.3372 -2.7485 -1.481
C 1.3740 -0.0990 -3.2302 0.419
C 1.0840 1.2106 -2.4999 -0.374
C 0.7703 -2.2083 0.7183 -1.209
H 0.5861 3.1713 -3.1123 0.858
H -1.7837 2.5795 -2.4438 0.445
H -1.4594 0.4893 -4.5441 -1.203
H -2.9911 0.7666 -3.6141 0.368
H -1.3064 -0.4530 -1.6167 -0.007
H -2.4891 -1.0910 -2.5290 0.740
H -0.9455 -2.6024 -3.1183 0.816
H 1.4204 -2.1961 -2.6131 0.465
H 1.2195 0.0439 -4.3682 -0.480
H 2.4742 -0.3183 -3.1723 0.494
H 0.9147 1.2053 -1.4802 -0.876
H 2.0608 1.7047 -2.4842 0.557
H 1.6700 -2.2238 1.4486 0.342
H 0.8636 -2.8980 -0.1817 0.220
H -0.2300 -2.3105 1.2523 0.390
C 1.0898 1.5833 2.0367 -1.135
C -0.3542 1.1641 1.9253 0.402
C -1.3116 1.9197 2.8579 -1.645
C -0.7413 1.2178 0.4421 -1.377
H 1.1575 2.6528 1.9224 0.401
H 1.7538 1.0787 1.2763 0.213
H 1.4456 1.3273 3.0295 0.443
H -0.4541 0.1144 2.2304 0.197
H -1.2886 2.9818 2.6735 0.380
H -2.3271 1.5633 2.7540 0.403
H -0.9864 1.7537 3.8924 0.410
H -1.7417 0.8469 0.2007 0.474
H -0.5218 2.1989 0.0128 0.458
```

Energy above the lowest of the compared OMol25 structures with the same formula, charge and spin in kJ/mol: 264.4
LUMO (spin up / spin down) in eV: -5.25 / -6.96
Spin multiplicity: 6
Total charge: +2
<S²>: 8.764
HOMO (spin up / spin down) in eV: -11.67 / -13.14
F_max in eV Å⁻¹: 7.71

---

(5)
C2HFN2O | ωB97M-V/def2-TZVPD

```
7
Properties=species:S:1:pos:R:3:mulliken_charge:R:1
F 2.1151 -0.2356 -0.0503 -0.239
C 0.7292 -0.2254 0.0262 0.155
C -0.1747 0.7977 0.0360 0.006
O -1.3684 0.2730 -0.0565 -0.069
N -1.1665 -1.0960 -0.0280 -0.068
N 0.0253 -1.3883 0.0294 -0.190
H -0.1600 1.8747 0.0433 0.405
```

SMILES string: Fc1conn1
Energy above the lowest of the compared OMol25 structures with the same formula, charge and spin in kJ/mol: 131.2
LUMO in eV: 0.68
Total charge: 0
HOMO in eV: -10.61
F_max in eV Å⁻¹: 3.33

---

(6)
C12H15NO5S2 | ωB97M-V/def2-TZVPD

```
35
Properties=species:S:1:pos:R:3:mulliken_charge:R:1
O -3.6877 -1.2071 -4.1891 -0.515
C -2.8005 -1.2780 -3.3328 0.316
O -2.6563 -0.5420 -2.0888 -0.223
C -1.2836 -0.0775 -2.1980 0.452
O -0.8894 1.0952 -2.1098 -0.539
C -0.4542 -1.4116 -2.5171 0.555
C 1.0301 -1.8347 -2.1347 -0.692
C 1.5562 -1.2020 -0.7532 -0.130
C 0.9492 -1.9403 0.5526 -0.692
S -0.7368 -1.2776 0.9563 -0.008
C -0.6316 -0.1976 2.4931 0.110
S -0.1755 -1.0449 3.8935 -0.212
N -0.9433 1.2241 2.5126 -0.033
C -0.9132 1.8684 1.1709 -0.594
C 0.5727 2.2319 0.6391 -0.261
O 1.6420 1.6612 1.4315 -0.381
C 1.4679 2.1906 2.7665 -0.349
C -0.0238 2.0226 3.3654 -0.713
C -1.4457 -2.1396 -3.2699 0.124
O -1.1529 -3.4166 -3.8287 -0.504
H 1.0383 -2.9814 -1.9877 0.243
H 1.7524 -1.6013 -2.9902 0.400
H 2.6982 -1.3602 -0.6892 0.356
H 1.3601 -0.0806 -0.6662 -0.188
H 1.6471 -1.8842 1.4518 0.419
H 0.8013 -3.0567 0.2926 0.341
H -1.5507 1.3270 0.3756 0.102
H -1.4414 2.8912 1.3004 0.380
H 0.7052 3.3829 0.7030 0.370
H 0.7488 1.9625 -0.4548 0.237
H 1.6973 3.3260 2.6968 0.331
H 2.2874 1.7717 3.4607 0.284
H -0.4659 3.0922 3.3944 0.292
H 0.0314 1.6926 4.4565 0.356
H -0.7331 -3.2064 -4.7031 0.368
```

SMILES string: O=C1OC(=O)C(CCCSC(=S)N2CCOCC2)=C1O
Energy above the lowest of the compared OMol25 structures with the same formula, charge and spin in kJ/mol: 334.4
LUMO in eV: -0.65
Total charge: 0
HOMO in eV: -8.26
F_max in eV Å⁻¹: 5.05

---

Q: Among the records above, which one has the lowest energy above the lowest of the compared OMol25 structures with the same formula, charge and spin?
A: C5H19NO6